No. 1
52
Properties=species:S:1:pos:R:3:forces:R:3:nbo_charge:R:1 method="wB97M-V/def2-TZVPD" e_above_lowest_kj_mol=0.0 gap_ev=5.293 charge=+2 largest_force_ev_per_a=9.53
Hg -22.776 4.085 18.127 0.210 0.799 -1.756 1.6471
Hg -22.904 6.388 20.865 4.763 7.460 3.534 1.6390
C -25.542 3.703 21.293 -0.465 -0.460 -0.145 -0.7631
C -24.607 4.009 20.138 -1.398 -1.306 1.553 0.8459
O -24.545 3.202 19.175 0.947 1.000 0.556 -0.6673
O -23.861 5.054 20.164 -4.487 -6.951 -3.255 -0.9294
H -26.459 3.266 20.897 -0.021 0.159 -0.142 0.2831
H -25.801 4.489 21.998 0.251 0.501 -0.477 0.2543
H -25.170 2.904 21.939 0.549 -0.108 -0.349 0.2922
C -20.241 7.517 17.806 -0.151 0.135 -0.334 -0.7438
C -21.260 7.197 18.894 3.079 0.023 -1.026 0.8227
O -21.120 7.694 20.029 -1.217 0.276 1.419 -0.7089
O -22.082 6.271 18.741 -1.184 -1.265 -1.457 -0.8896
H -19.709 8.461 17.902 -0.342 0.107 0.386 0.2725
H -20.667 7.448 16.807 -0.296 0.058 0.074 0.2438
H -19.460 6.753 17.798 -0.148 -0.222 0.385 0.2696
C -22.452 9.943 15.534 -0.174 -0.031 1.016 -0.2549
O -22.994 8.860 14.772 -0.056 0.318 0.293 -0.7584
H -21.449 9.672 15.859 0.200 0.146 -0.565 0.1881
H -22.498 10.906 15.029 0.246 -0.156 -0.257 0.2074
H -22.987 10.052 16.484 -0.255 0.040 -0.083 0.1588
H -23.940 9.016 14.694 0.017 -0.070 -0.283 0.4904
C -24.831 8.638 18.984 -1.021 0.510 -1.534 -0.2662
O -25.027 7.670 19.990 0.792 -0.348 0.850 -0.7927
H -24.091 8.269 18.273 0.215 0.118 0.232 0.1653
H -25.762 8.737 18.419 0.052 -0.022 -0.120 0.1949
H -24.596 9.664 19.272 0.279 -0.310 0.752 0.2108
H -25.955 7.503 20.174 -0.067 0.311 -0.005 0.5107
C -24.435 6.117 16.398 0.256 1.265 -1.454 -0.2855
O -24.283 4.712 16.455 0.053 -0.472 0.226 -0.8060
H -24.630 6.559 17.371 -0.098 -0.233 -0.041 0.1776
H -23.552 6.555 15.923 0.495 -0.209 0.701 0.2067
H -25.141 6.472 15.643 -0.751 -0.590 0.418 0.2158
H -24.972 4.197 16.023 -0.151 0.175 0.014 0.5303
C -21.354 6.893 12.817 -0.239 -0.411 -1.241 -0.2581
O -21.313 6.801 14.233 -0.089 -0.018 0.473 -0.7914
H -21.130 7.883 12.422 0.358 0.061 0.379 0.1931
H -20.681 6.157 12.378 0.370 0.190 0.299 0.1966
H -22.313 6.633 12.358 -0.335 -0.017 0.570 0.1715
H -21.859 7.531 14.586 -0.007 -0.183 -0.321 0.5064
C -18.489 9.269 21.418 -0.494 -0.495 0.892 -0.2551
O -19.417 9.886 20.534 0.499 0.076 -0.051 -0.7297
H -17.709 9.923 21.801 0.022 0.360 -0.755 0.2059
H -18.997 8.971 22.344 -0.145 -0.184 -0.029 0.1524
H -18.060 8.363 20.985 0.272 0.124 -0.087 0.1536
H -19.998 9.169 20.259 -0.024 0.312 0.107 0.4665
C -20.368 3.823 15.704 0.787 -0.304 -0.457 -0.2745
O -21.343 4.782 16.134 0.107 -1.036 0.775 -0.8234
H -20.651 3.390 14.743 -0.019 0.071 0.011 0.1987
H -19.418 4.350 15.597 0.058 -0.218 -0.081 0.1984
H -20.206 2.990 16.389 -0.326 0.230 0.319 0.1824
H -21.253 5.446 15.414 -0.915 0.791 0.070 0.5454

---

No. 2
73
Properties=species:S:1:pos:R:3:forces:R:3:mulliken_charge:R:1 method="wB97M-V/def2-TZVPD" gap_ev=9.309 charge=0 largest_force_ev_per_a=1.01
C 6.192 1.282 2.305 0.027 -0.101 -0.207 -1.0227
C 5.928 2.727 1.907 0.135 0.137 0.104 -0.2218
O 4.975 2.833 0.829 0.278 0.087 -0.131 -0.3735
C 3.700 3.077 1.173 0.180 -0.153 -0.629 0.5960
O 3.319 3.049 2.303 -0.450 0.083 0.906 -0.5807
C 2.858 3.362 -0.049 -0.070 -0.111 -0.113 -0.6685
C 1.491 3.995 0.267 -0.068 0.289 -0.220 -0.6569
C 0.244 3.194 -0.199 0.142 -0.039 -0.033 -0.4490
Si -0.991 2.870 1.166 0.118 0.097 -0.118 -0.0380
C -2.218 1.496 0.852 -0.108 -0.083 0.108 -0.6807
C -1.720 0.051 1.015 -0.018 -0.093 0.074 -0.5240
C -0.439 -0.293 0.248 -0.111 0.165 -0.114 0.7474
C -0.190 -1.811 0.148 -0.275 -0.556 -0.119 -1.6594
N 0.939 -2.312 0.940 0.217 0.904 0.243 0.3680
C 0.806 -2.034 2.367 -0.025 -0.144 0.097 -0.9237
C 2.178 -2.137 0.323 -0.214 -0.213 0.151 0.7609
C 3.312 -1.478 1.075 0.345 -0.229 0.173 -0.8960
O 2.340 -2.474 -0.828 0.047 0.149 -0.393 -0.6346
O -0.167 2.576 2.580 -0.334 -0.041 -0.048 0.0568
Si -0.814 2.647 4.091 0.230 -0.071 0.165 0.3757
H 7.247 1.145 2.567 -0.202 0.046 0.088 0.3781
H 5.992 0.632 1.446 0.030 0.056 0.158 0.2118
H 5.569 0.965 3.145 0.030 0.018 -0.148 0.2843
H 6.835 3.202 1.521 -0.174 -0.123 -0.017 0.3698
H 5.555 3.312 2.750 0.100 -0.072 -0.090 0.2580
H 3.462 4.000 -0.701 -0.104 -0.110 0.032 0.3226
H 2.750 2.408 -0.584 0.015 0.157 0.088 0.3450
H 1.463 4.968 -0.237 0.011 -0.105 0.200 0.2509
H 1.450 4.197 1.341 0.028 -0.079 -0.115 0.4086
H 0.533 2.264 -0.705 -0.040 0.134 0.100 0.2182
H -0.316 3.784 -0.939 0.117 -0.191 0.001 0.5651
H -1.764 4.132 1.347 -0.001 -0.035 0.055 -0.2675
H -2.670 1.641 -0.140 0.115 -0.022 0.076 0.2068
H -3.029 1.653 1.580 0.043 0.042 -0.190 0.4832
H -1.577 -0.159 2.085 0.007 -0.026 -0.152 0.1196
H -2.510 -0.633 0.671 0.095 0.118 0.100 0.4049
H 0.428 0.206 0.707 -0.122 -0.088 -0.076 0.0243
H -0.531 0.113 -0.767 0.057 -0.075 0.171 -0.0129
H -0.010 -2.105 -0.889 0.036 0.038 0.176 0.4187
H -1.090 -2.346 0.489 0.145 0.073 -0.073 0.4534
H 0.861 -0.965 2.625 -0.039 -0.117 -0.059 0.3231
H -0.161 -2.430 2.694 0.155 0.124 -0.024 -0.1503
H 1.574 -2.572 2.928 -0.143 0.114 -0.090 0.4924
H 3.174 -1.377 2.149 -0.013 0.037 -0.118 0.3844
H 4.229 -2.042 0.879 -0.134 0.135 0.011 0.4354
H 3.444 -0.480 0.640 -0.066 -0.123 0.068 -0.0446
H -2.285 2.816 4.013 -0.005 0.012 -0.024 -0.1674
H -0.237 3.782 4.839 -0.018 -0.004 -0.008 -0.1652
H -0.525 1.389 4.811 0.008 0.007 -0.019 -0.1493
Br -4.327 -0.086 -2.399 0.019 0.006 -0.023 -0.1502
C -3.517 -1.221 -3.757 -0.042 0.042 0.033 -0.1615
C -2.124 -1.639 -3.372 0.084 0.019 0.054 -0.5004
Br -0.851 -0.181 -3.540 0.005 0.014 -0.054 -0.1364
H -3.532 -0.656 -4.683 0.000 -0.031 -0.010 -0.1000
H -4.162 -2.092 -3.847 0.001 -0.002 0.021 0.4026
H -1.764 -2.427 -4.031 -0.019 0.020 -0.032 0.4240
H -2.070 -1.974 -2.340 0.001 -0.041 -0.012 0.2357
Br -2.561 -3.796 3.786 0.020 -0.011 -0.022 -0.1487
C -2.112 -5.552 3.081 -0.041 0.038 0.005 -0.6142
C -1.060 -6.248 3.903 0.062 0.001 -0.027 -0.5647
Br 0.707 -5.498 3.611 -0.027 -0.028 0.040 -0.1161
H -1.788 -5.400 2.055 -0.007 -0.023 -0.006 0.3417
H -3.038 -6.121 3.093 0.003 -0.003 0.016 0.3857
H -0.992 -7.293 3.610 -0.003 0.004 -0.009 0.3446
H -1.258 -6.179 4.968 -0.023 -0.012 -0.004 0.3673
Br -2.741 1.403 -6.640 0.004 -0.044 -0.017 -0.1046
C -3.902 1.048 -8.156 0.040 0.040 0.050 -0.5359
C -5.074 0.182 -7.775 -0.009 -0.046 0.000 -0.6477
Br -4.552 -1.670 -7.490 -0.001 0.022 0.021 -0.1356
H -3.283 0.585 -8.919 -0.025 0.007 -0.025 0.3594
H -4.251 2.017 -8.505 -0.015 -0.001 0.014 0.3361
H -5.809 0.164 -8.575 0.018 -0.010 -0.014 0.3708
H -5.542 0.515 -6.854 -0.018 0.021 -0.017 0.3718

---

No. 3
11
Properties=species:S:1:pos:R:3:forces:R:3:nbo_charge:R:1 method="wB97M-V/def2-TZVPD" e_above_lowest_kj_mol=421.4 gap_ev=9.798 charge=0 largest_force_ev_per_a=1.61
N 1.528 0.535 0.078 0.727 -0.715 -0.626 -0.8905
C 1.078 0.138 -1.199 -0.963 0.468 -0.687 0.3279
O 0.085 -0.717 -1.084 0.010 0.239 -0.304 -0.4932
C -0.715 -0.824 0.113 -0.021 -0.097 0.250 -0.2146
C -1.395 0.500 0.425 -0.217 -0.012 0.354 0.4240
O -2.006 0.679 1.446 0.272 -0.061 -0.447 -0.5000
H 2.139 1.346 -0.034 -0.188 -0.026 -0.199 0.3839
H 2.243 -0.211 -0.224 0.288 0.162 1.577 0.3883
H -0.148 -1.156 0.982 -0.047 0.017 -0.099 0.2283
H -1.483 -1.564 -0.134 0.129 0.110 0.065 0.2276
H -1.325 1.275 -0.368 0.010 -0.083 0.116 0.1184